DFT (ωB97M-V/def2-TZVPD) results for a structure of composition C21H11F5IN4RhS.

Positions of all 44 atoms, in Å:
Rh: -0.67 0.36 -0.39
N: 0.91 -3.41 -1.31
C: 2.19 -2.88 -1.23
C: 3.45 -3.47 -1.33
C: 4.53 -2.63 -1.21
C: 4.37 -1.24 -1.01
C: 3.12 -0.67 -0.92
C: 2.02 -1.51 -1.03
N: 0.66 -1.24 -1.00
C: 0.04 -2.39 -1.17
C: -1.42 -2.48 -1.14
C: -2.24 -3.55 -1.29
S: -3.86 -3.06 -1.17
C: -3.37 -1.46 -0.90
N: -2.08 -1.29 -0.92
H: 0.68 -4.37 -1.47
H: 3.58 -4.53 -1.49
H: 5.53 -3.04 -1.28
H: 5.25 -0.62 -0.93
H: 3.00 0.40 -0.78
H: -1.98 -4.58 -1.47
H: -4.08 -0.66 -0.76
F: 1.46 -0.53 2.08
C: 0.33 -0.10 2.62
C: -0.71 0.32 1.74
C: -1.90 0.79 2.35
F: -2.90 1.18 1.56
C: -2.07 0.85 3.69
F: -3.16 1.27 4.28
C: -0.98 0.42 4.53
F: -1.13 0.47 5.81
C: 0.23 -0.06 3.98
F: 1.19 -0.43 4.79
I: -3.89 5.34 -1.17
C: -2.04 4.42 -1.17
C: -0.86 5.15 -1.29
C: 0.35 4.47 -1.30
C: 0.36 3.10 -1.18
N: -0.78 2.40 -1.06
C: -1.96 3.04 -1.06
H: -0.89 6.23 -1.38
H: 1.28 5.01 -1.41
H: 1.28 2.54 -1.21
H: -2.85 2.44 -0.99

For the total energy, the calculation gives -2330.98774 Ha. The total charge is +2. For the HOMO energy (alpha / beta), the calculation gives -14.222 / -14.237 eV. As for the multiplicity: 5. As for the HOMO-LUMO gap (alpha / beta): 8.27 / 4.28 eV. The largest force on an atom comes out at 0.5 eV/Å.

DFT (ωB97M-V/def2-TZVPD) results for the molecule C3H8N2O2.

Positions of all 15 atoms, in Å:
N: -1.16 1.54 0.47
C: -1.15 0.09 -0.12
O: -2.10 -0.62 0.08
N: -0.21 0.02 -1.17
C: 0.80 -1.00 -0.88
C: 1.19 -0.88 0.64
O: 0.23 -0.11 1.27
H: -2.01 1.67 1.02
H: -1.05 2.29 -0.21
H: -0.26 1.24 1.07
H: 0.26 0.91 -1.28
H: 1.65 -0.82 -1.55
H: 0.39 -1.98 -1.12
H: 2.21 -0.46 0.72
H: 1.22 -1.89 1.07

For the total energy, the calculation gives -379.03719 Ha. For the HOMO energy, the calculation gives -8.930 eV. As for the multiplicity: 1. The calculation puts the energy above the lowest of the compared OMol25 structures with the same formula, charge and spin at 272.6 kJ/mol. As for the HOMO-LUMO gap: 9.32 eV. The largest force on an atom comes out at 0.5 eV/Å.

DFT (ωB97M-V/def2-TZVPD) results for a structure of composition C25H15Cl5FeNOS4.

Positions of all 52 atoms, in Å:
Fe: -0.57 0.44 0.17
S: 0.82 2.42 -0.43
C: 1.52 2.52 1.19
C: 1.51 3.77 1.82
C: 1.97 3.93 3.12
C: 2.48 2.84 3.82
C: 2.53 1.61 3.20
C: 2.04 1.43 1.91
S: 2.11 -0.17 1.14
C: 1.23 -1.28 2.31
C: 0.13 -2.07 1.63
C: -0.48 -3.14 2.27
C: -1.46 -3.85 1.60
C: -1.80 -3.48 0.30
C: -1.17 -2.39 -0.27
C: -1.47 -1.96 -1.68
S: -2.02 -0.20 -1.83
C: -1.17 0.32 -3.30
C: -1.94 0.68 -4.40
C: -1.33 1.12 -5.57
C: 0.06 1.19 -5.64
C: 0.83 0.84 -4.55
C: 0.23 0.42 -3.35
S: 1.22 0.06 -1.97
N: -0.24 -1.70 0.40
H: 1.11 4.61 1.27
H: 1.93 4.91 3.58
H: 2.84 2.96 4.83
H: 2.96 0.76 3.72
H: 0.83 -0.68 3.13
H: 1.96 -1.98 2.72
H: -0.19 -3.41 3.28
H: -1.97 -4.67 2.08
H: -2.56 -4.02 -0.25
H: -2.26 -2.57 -2.11
H: -0.57 -2.03 -2.28
H: -3.01 0.61 -4.33
H: -1.93 1.42 -6.41
H: 0.54 1.52 -6.55
H: 1.91 0.89 -4.59
Cl: -4.37 -0.43 6.41
C: -3.84 -0.40 4.77
C: -2.75 0.38 4.40
Cl: -1.89 1.29 5.58
C: -2.34 0.40 3.08
Cl: -1.00 1.35 2.54
C: -2.98 -0.32 2.05
O: -2.56 -0.27 0.85
C: -4.09 -1.10 2.46
Cl: -4.90 -2.01 1.25
C: -4.51 -1.13 3.78
Cl: -5.87 -2.09 4.23

For the total energy, the calculation gives -6249.14437 Ha. For the HOMO energy (alpha / beta), the calculation gives -7.584 / -7.934 eV. As for the multiplicity: 6. The calculation puts the energy above the lowest of the compared OMol25 structures with the same formula, charge and spin at 99.1 kJ/mol. As for the HOMO-LUMO gap (alpha / beta): 7.63 / 6.13 eV. The largest force on an atom comes out at 0.7 eV/Å.